1.
Density functional theory data (wB97M-V/def2-TZVPD) for C33H71Cl3F4N7O8S4Y as an isolated structure in a non-equilibrium geometry.

The HOMO-LUMO gap comes out at 0.3175 hartree. The molar mass comes out at 1093.497 g mol⁻¹. Its energy is -154991.9542 eV. Its total charge is +2.

CARTESIAN COORDINATES (ANGSTROEM)
Y  0.9152  0.3808  -0.6831
C  2.0506  -4.5915  6.0817
C  2.4444  -4.2065  4.7212
C  3.5071  -3.0839  4.7047
C  3.8776  -2.6600  3.2456
N  5.0799  -1.7460  3.1259
C  5.3805  -1.3905  1.6402
C  6.9227  -1.1864  1.5393
C  7.5540  -1.7577  2.8105
C  6.3768  -2.4469  3.4587
C  4.9696  -0.3890  3.8552
H  1.4934  -3.7373  6.4664
H  2.8880  -4.6416  6.7776
H  1.3914  -5.4555  6.1651
H  1.6224  -3.9414  4.0563
H  3.0185  -5.0364  4.3092
H  4.4091  -3.3337  5.2632
H  3.1322  -2.2368  5.2793
H  3.0660  -2.3442  2.5900
H  4.1540  -3.5295  2.6492
H  4.7236  -0.6580  1.1711
H  5.1650  -2.3441  1.1582
H  7.1847  -0.1600  1.2822
H  7.2268  -1.8307  0.7144
H  8.0686  -1.0322  3.4407
H  8.2696  -2.5038  2.4650
H  6.2792  -2.5159  4.5422
H  6.3856  -3.4531  3.0398
H  5.7900  0.2841  3.6061
H  4.9022  -0.4956  4.9379
H  4.0834  0.0812  3.4292
C  -2.9581  5.4586  -0.2119
C  -3.6018  5.4839  -1.6349
C  -4.0689  4.1170  -2.0967
C  -4.1882  3.9962  -3.6387
N  -4.6336  2.6224  -4.0757
C  -3.7304  1.4130  -3.5230
C  -4.0015  0.1595  -4.4469
C  -4.0487  0.8611  -5.8196
C  -4.5466  2.3316  -5.5834
C  -6.0537  2.2915  -3.5449
H  -2.2119  4.6646  -0.1809
H  -3.6131  5.3782  0.6556
H  -2.3113  6.3359  -0.2005
H  -2.9251  5.8499  -2.4071
H  -4.3394  6.2849  -1.6856
H  -5.0085  3.9651  -1.5654
H  -3.3815  3.3769  -1.6871
H  -3.2815  4.1070  -4.2333
H  -4.8910  4.6907  -4.0990
H  -3.8732  1.2893  -2.4495
H  -2.7307  1.7868  -3.7442
H  -4.9429  -0.2851  -4.1241
H  -3.1696  -0.5395  -4.5331
H  -4.6420  0.3468  -6.5756
H  -3.0436  0.9364  -6.2345
H  -5.4899  2.6155  -6.0501
H  -3.7991  3.0383  -5.9438
H  -5.9066  2.1765  -2.4710
H  -6.3911  1.4011  -4.0754
H  -6.6323  3.1601  -3.8592
C  0.0973  2.6994  6.8434
C  -0.1320  1.9917  5.5048
C  -1.4135  1.0868  5.3799
C  -1.3410  0.1103  4.1942
N  -2.6661  -0.6566  3.7927
C  -3.0894  -1.5744  4.9532
C  -2.2117  -2.8807  4.8531
C  -1.8295  -2.9488  3.3623
C  -2.3748  -1.7219  2.6632
C  -3.7725  0.3780  3.4167
H  1.1448  2.9942  6.9068
H  -0.0768  2.0203  7.6780
H  -0.5721  3.5402  7.0254
H  0.7598  1.3815  5.3616
H  -0.0641  2.7033  4.6819
H  -2.2109  1.8184  5.2499
H  -1.5716  0.5152  6.2945
H  -0.5674  -0.6454  4.3307
H  -1.0638  0.6455  3.2861
H  -4.1321  -1.7215  4.6720
H  -3.1250  -1.0537  5.9101
H  -2.9128  -3.6221  5.2363
H  -1.4026  -2.9616  5.5790
H  -2.2545  -3.8317  2.8848
H  -0.7521  -3.0992  3.2940
H  -3.3021  -1.9850  2.1543
H  -1.6116  -1.3384  1.9860
H  -4.6751  -0.1501  3.1094
H  -3.4770  1.0431  2.6052
H  -4.0979  0.9862  4.2607
C  -0.5511  -2.2860  -7.6340
C  -0.5750  -1.2985  -6.4166
N  0.7245  -1.0639  -5.8190
C  1.4283  -1.9487  -5.0144
C  2.6829  -1.3103  -4.6985
N  2.6087  -0.0653  -5.3145
C  1.3736  0.1036  -5.9941
C  3.6737  0.8814  -5.2464
H  -0.1480  -3.2361  -7.2833
H  0.0282  -1.7756  -8.4034
H  -1.5598  -2.5251  -7.9711
H  -1.1864  -1.7230  -5.6203
H  -1.0268  -0.3356  -6.6548
H  1.0383  -2.9511  -4.9162
H  3.5870  -1.6749  -4.2337
H  1.0182  0.9201  -6.6052
H  3.6402  1.4488  -4.3164
H  3.5270  1.6544  -6.0007
H  4.6068  0.3183  -5.2675
Cl  3.6396  0.2831  -1.3683
Cl  1.5308  0.3930  1.9976
Cl  -1.6889  0.8762  -0.0647
N  0.4590  -1.7444  -1.1266
S  1.0606  -3.1151  -0.8324
O  1.9118  -3.6100  -1.9151
O  0.4252  -4.1504  -0.0530
F  2.1231  -2.4568  0.1098
S  -0.9025  -2.5058  -1.8619
O  -2.0850  -2.5925  -0.9955
O  -0.8260  -3.5221  -2.8951
F  -1.2725  -1.2212  -2.7309
N  0.8571  2.2428  -1.8328
S  0.3607  2.7780  -3.1573
O  1.3676  3.0075  -4.1938
O  -0.8955  3.4713  -3.2274
F  -0.1173  1.2750  -3.5620
S  1.3173  3.8648  -1.3571
O  0.3098  4.7905  -0.7901
O  2.4222  4.4494  -2.0470
F  1.8939  3.2793  0.0397

***

2.
Density functional theory data (wB97M-V/def2-TZVPD) for a 4-piece molecular cluster, C33H72F3N10O7P3 overall in a non-equilibrium geometry.

The HOMO-LUMO gap comes out at 0.2458 hartree. The molar mass comes out at 870.918 g mol⁻¹. Its energy is -100616.8888 eV. Its total charge is 0.

CARTESIAN COORDINATES (ANGSTROEM)
C  0.9304  -1.4288  8.0371
C  -0.1740  -2.1927  7.0961
O  -0.6606  -3.3628  7.8823
C  0.3636  -2.6353  5.6123
N  1.1733  -1.5682  4.8875
C  2.6670  -1.7366  5.1134
C  3.3866  -2.6859  3.9877
O  3.2946  -4.1522  4.2903
C  2.8072  -4.7257  3.0208
C  3.6995  -5.0771  1.8447
C  2.9293  -5.6645  0.4802
O  3.4062  -6.6937  -0.2234
C  1.4947  -4.8794  0.1269
C  0.6165  -4.5447  1.2866
C  -0.8212  -3.7601  1.2262
C  -0.7972  -2.4200  0.2488
C  0.0699  -1.1635  0.9070
F  -0.4777  -0.2340  1.9541
C  1.4710  -0.8535  0.4433
F  1.8913  -1.2232  -0.9342
F  2.3825  -0.2119  1.4271
C  1.1655  -4.9697  2.8084
O  0.3774  -5.5027  3.7565
H  0.3502  -0.8047  8.8723
H  1.6215  -0.6671  7.4752
H  1.5816  -2.2666  8.5705
H  -1.0730  -1.4481  6.9420
H  -0.7380  -4.1714  7.2944
H  -0.6080  -2.8129  4.9424
H  0.9628  -3.6401  5.5924
H  0.8662  -0.6274  5.2398
H  3.1357  -0.6462  4.9823
H  2.9572  -2.0672  6.2054
H  4.5157  -2.4404  3.7836
H  2.7926  -2.5096  2.9672
H  4.8587  -4.9114  1.9018
H  1.1653  -4.5721  -0.9536
H  -1.7219  -4.4799  1.0006
H  -1.0168  -3.3344  2.3246
H  -0.4230  -2.6873  -0.8414
H  -1.9251  -2.0299  0.2289
O  -2.5143  0.1290  -1.4484
P  -2.9703  1.3609  -2.2680
N  -2.8804  0.5549  -3.7485
C  -1.7224  0.2416  -4.5461
C  -3.9570  -0.4038  -4.0067
N  -1.5754  2.2709  -1.8590
C  -0.4548  2.5901  -2.7228
C  -1.0563  2.0731  -0.5011
N  -3.4944  2.7772  -3.2102
C  -3.4334  3.0260  -4.6397
C  -3.7331  4.0012  -2.4501
H  -1.9900  0.2335  -5.6081
H  -1.2907  -0.7339  -4.2895
H  -0.9288  0.9824  -4.4800
H  -4.8893  0.1351  -4.2068
H  -4.1198  -1.0638  -3.1493
H  -3.7612  -1.0399  -4.8756
H  0.2083  1.7284  -2.8639
H  0.1502  3.3988  -2.2948
H  -0.7672  2.9725  -3.6956
H  -0.4430  1.1733  -0.4369
H  -1.8757  1.9871  0.2195
H  -0.4488  2.9220  -0.1744
H  -2.4096  3.1277  -5.0050
H  -3.9575  3.9498  -4.9135
H  -3.9385  2.2448  -5.2151
H  -2.8554  4.6551  -2.4638
H  -3.9722  3.7698  -1.4060
H  -4.5896  4.5600  -2.8454
O  -7.7067  5.0278  -5.2103
P  -7.7681  3.9903  -6.3579
N  -9.1658  4.6506  -7.0364
C  -10.5360  4.5140  -6.6128
C  -8.9759  5.9067  -7.7650
N  -8.0392  2.6780  -5.2878
C  -9.2814  1.9573  -5.0842
C  -7.3412  2.7469  -3.9992
N  -7.8387  2.7976  -7.6774
C  -8.9178  2.4796  -8.5959
C  -6.8074  1.7637  -7.6638
H  -11.2030  4.5657  -7.4798
H  -10.8319  5.2939  -5.9001
H  -10.7635  3.5505  -6.1624
H  -8.4528  5.7101  -8.7069
H  -8.3821  6.6201  -7.1855
H  -9.9202  6.3985  -8.0189
H  -9.9916  2.5337  -4.4796
H  -9.1022  1.0106  -4.5601
H  -9.7563  1.6618  -6.0208
H  -7.8730  3.3852  -3.2924
H  -6.3274  3.1394  -4.1268
H  -7.2318  1.7570  -3.5468
H  -9.7721  2.0184  -8.0965
H  -8.5941  1.7790  -9.3752
H  -9.2624  3.3599  -9.1461
H  -7.1673  0.8495  -7.1812
H  -5.9181  2.1090  -7.1245
H  -6.4745  1.5138  -8.6781
O  7.1871  -2.0416  5.0783
P  8.7190  -1.9961  4.8581
N  9.0092  -1.0855  6.2496
C  8.8287  0.3270  6.4679
C  8.9001  -1.8187  7.5127
N  8.5822  -1.0799  3.4150
C  8.9002  0.3240  3.2365
C  7.4290  -1.3930  2.5636
N  10.4801  -1.9438  4.6049
C  11.4917  -1.1089  5.2283
C  10.9735  -2.5897  3.3916
H  9.5636  0.6908  7.1938
H  7.8249  0.5667  6.8402
H  9.0079  0.9354  5.5842
H  9.7534  -2.4970  7.6191
H  7.9825  -2.4133  7.5527
H  8.9015  -1.1615  8.3879
H  8.1276  0.9736  3.6645
H  8.9809  0.5737  2.1715
H  9.8727  0.5925  3.6512
H  6.5251  -0.8975  2.9204
H  7.2465  -2.4720  2.5380
H  7.5980  -1.0861  1.5275
H  11.3938  -0.0563  4.9557
H  12.5047  -1.4148  4.9397
H  11.4809  -1.1946  6.3187
H  11.1076  -1.8653  2.5820
H  10.2737  -3.3606  3.0497
H  11.9295  -3.0975  3.5660

***

3.
Density functional theory data (wB97M-V/def2-TZVPD) for a 4-piece molecular cluster, C33H72N4O10 overall in a non-equilibrium geometry.

The HOMO-LUMO gap comes out at 0.2835 hartree. The molar mass comes out at 684.957 g mol⁻¹. Its energy is -61805.0827 eV. Its total charge is 0.

CARTESIAN COORDINATES (ANGSTROEM)
C  3.7724  -4.3050  0.7460
C  3.3386  -3.2435  -0.4663
C  4.5790  -2.8410  -1.4601
C  5.3699  -1.4604  -1.0615
C  4.4099  -0.1507  -0.8326
C  3.2701  0.0840  -1.9919
C  1.8388  0.6549  -1.3415
C  0.6265  -0.4270  -1.5676
C  -0.8490  0.2313  -1.8477
C  -1.5295  0.9423  -0.5221
C  -3.1193  0.4389  -0.4914
C  -3.3665  -0.8199  0.5419
C  -4.2860  -2.0359  -0.1168
O  -3.6350  -3.3400  0.0764
C  -2.9940  -3.8381  -1.1498
O  -1.7471  -4.3651  -0.9966
O  -3.5797  -3.8756  -2.4985
O  -3.2424  -2.8427  -3.2175
C  -1.9656  -3.1102  -3.9576
N  -0.6705  -3.2672  -4.1256
H  3.5557  -3.8214  1.8075
H  3.1770  -5.3337  0.6380
H  4.9082  -4.5848  0.7156
H  2.5508  -3.8513  -1.1242
H  2.7650  -2.3273  -0.0163
H  4.2220  -2.8227  -2.5954
H  5.3865  -3.7161  -1.4104
H  6.1103  -1.1791  -1.9541
H  6.0451  -1.5722  -0.0914
H  3.9475  -0.1080  0.2673
H  5.1307  0.7997  -0.8850
H  3.6623  0.9507  -2.7126
H  3.0716  -0.8388  -2.6852
H  1.6298  1.7117  -1.8459
H  2.0698  0.8944  -0.2022
H  0.9078  -1.0646  -2.5360
H  0.6310  -1.1902  -0.6695
H  -1.5721  -0.6457  -2.1960
H  -0.8674  1.0491  -2.7008
H  -1.5418  2.1160  -0.7194
H  -0.9875  0.6711  0.4906
H  -3.7744  1.3455  -0.0807
H  -3.5183  0.1807  -1.5850
H  -2.3333  -1.2157  0.9680
H  -3.9499  -0.3948  1.4860
H  -5.3240  -1.9976  0.4697
H  -4.5349  -1.7604  -1.2263
C  8.6371  4.2820  -3.8932
O  9.5660  4.4488  -2.8315
C  9.2083  5.5158  -1.9426
C  8.8824  4.9531  -0.5512
N  7.6242  4.2007  -0.5717
C  7.3780  3.4432  0.6613
C  8.3385  2.2775  0.9704
O  8.2458  1.1954  0.0417
C  9.0808  1.3284  -1.1004
H  9.0233  3.5123  -4.5673
H  7.6676  3.9512  -3.5102
H  8.5214  5.2121  -4.4572
H  8.3817  6.1236  -2.3346
H  10.0862  6.1650  -1.8606
H  8.7978  5.7803  0.1620
H  9.7155  4.3139  -0.2437
H  7.6402  3.5464  -1.3520
H  6.3655  3.0311  0.5768
H  7.3641  4.1356  1.5113
H  8.0388  1.8619  1.9395
H  9.3760  2.6058  1.0940
H  10.0058  1.8709  -0.8839
H  8.5344  1.8144  -1.9112
H  9.3440  0.3234  -1.4438
C  -8.6446  -8.4208  3.1214
O  -7.3479  -8.7887  2.6727
C  -7.0090  -8.1995  1.4099
C  -5.8377  -7.2214  1.5843
N  -6.2583  -6.0266  2.3226
C  -5.1390  -5.1671  2.7264
C  -4.1526  -5.7426  3.7622
O  -4.7304  -5.9485  5.0528
C  -5.3507  -7.2156  5.2233
H  -8.8579  -8.9742  4.0403
H  -8.6875  -7.3511  3.3442
H  -9.4015  -8.6805  2.3754
H  -7.8712  -7.7140  0.9332
H  -6.6874  -9.0176  0.7570
H  -5.4652  -6.9248  0.5977
H  -5.0373  -7.7469  2.1137
H  -6.7611  -6.3129  3.1607
H  -5.5815  -4.2589  3.1522
H  -4.5848  -4.8559  1.8330
H  -3.3648  -4.9941  3.9069
H  -3.6451  -6.6456  3.4066
H  -4.8671  -8.0026  4.6372
H  -6.4117  -7.1515  4.9736
H  -5.2825  -7.4841  6.2819
C  -3.4794  8.0066  2.2410
O  -4.5258  7.6336  1.3557
C  -4.4179  8.2628  0.0714
C  -4.1574  7.2050  -1.0113
N  -2.8084  6.6453  -0.8833
C  -2.5823  5.4698  -1.7329
C  -3.3910  4.1999  -1.4008
O  -3.0493  3.6141  -0.1431
C  -3.7742  4.1335  0.9632
H  -3.6800  7.5549  3.2166
H  -2.5164  7.6352  1.8796
H  -3.4423  9.0932  2.3619
H  -3.6521  9.0499  0.0576
H  -5.3840  8.7377  -0.1286
H  -4.2660  7.6655  -1.9993
H  -4.9166  6.4240  -0.9074
H  -2.6505  6.3754  0.0859
H  -1.5176  5.2227  -1.6457
H  -2.7548  5.7451  -2.7800
H  -3.1346  3.4483  -2.1566
H  -4.4721  4.3527  -1.4861
H  -4.7849  4.4519  0.6913
H  -3.2240  4.9592  1.4191
H  -3.8534  3.3426  1.7152

***

4.
Density functional theory data (wB97M-V/def2-TZVPD) for C33H72N4O3Sr as an isolated structure in a non-equilibrium geometry.

The HOMO-LUMO gap comes out at 0.2485 hartree. The molar mass comes out at 660.584 g mol⁻¹. Its energy is -48290.2570 eV. Its total charge is +4. The calculation puts the energy above the lowest of the compared OMol25 structures with the same formula, charge and spin at 0.0 kcal per mole.

CARTESIAN COORDINATES (ANGSTROEM)
Sr  1.1965  2.2082  2.6931
N  0.2410  0.3954  0.4014
O  -0.4499  1.3931  0.8055
O  1.3044  0.1479  1.0665
O  -0.0948  -0.2707  -0.5135
C  2.2224  -8.2596  0.9516
C  2.7537  -7.4520  2.1293
C  1.5799  -6.7538  2.8611
C  2.0579  -5.4208  3.4011
N  1.0124  -4.6137  4.1754
C  -0.1767  -4.3259  3.3075
C  0.1515  -3.0938  2.4831
C  1.1071  -2.3024  3.3723
C  1.5737  -3.2586  4.4752
C  0.5893  -5.3415  5.4337
C  1.7119  -5.5462  6.4420
C  1.1084  -5.7182  7.8430
H  3.0021  -8.8306  0.4515
H  1.7729  -7.5978  0.2031
H  1.4344  -8.9586  1.2378
H  3.4971  -6.7419  1.7571
H  3.2901  -8.1452  2.7782
H  1.2429  -7.4523  3.6231
H  0.8341  -6.5694  2.0900
H  2.3625  -4.7582  2.5903
H  2.8943  -5.5605  4.0849
H  -0.9899  -4.1594  4.0203
H  -0.5385  -5.1675  2.7270
H  -0.7245  -2.5066  2.2158
H  0.6402  -3.3632  1.5472
H  0.6665  -1.4209  3.8596
H  1.8799  -1.8682  2.7338
H  1.0621  -2.9373  5.3864
H  2.6227  -3.2438  4.7520
H  0.1417  -6.2792  5.1213
H  -0.1251  -4.6681  5.9099
H  2.3883  -4.6902  6.4884
H  2.3188  -6.4304  6.2460
H  0.7180  -4.7917  8.2675
H  1.8830  -6.0428  8.5359
H  0.3183  -6.4692  7.8332
C  1.0082  4.8952  -4.1807
C  1.3101  3.7191  -3.2720
C  1.6895  2.4625  -4.0233
C  2.0849  1.3406  -3.0808
N  2.1977  -0.0132  -3.7199
C  0.7982  -0.4208  -4.1652
C  0.6376  -1.9196  -3.9262
C  1.8698  -2.3430  -3.1178
C  2.5591  -1.0597  -2.6900
C  3.1264  -0.0330  -4.9238
C  4.5335  0.4463  -4.6690
C  5.2849  0.5896  -5.9875
H  1.7957  5.1551  -4.8871
H  0.8068  5.8145  -3.6276
H  0.1048  4.6981  -4.7659
H  0.5221  3.5553  -2.5243
H  2.1410  4.0036  -2.6033
H  2.5027  2.6740  -4.7229
H  0.8786  2.1288  -4.6805
H  1.3564  1.2003  -2.2753
H  3.0223  1.6313  -2.6008
H  0.5953  -0.1161  -5.1876
H  0.1125  0.1334  -3.5271
H  0.4291  -2.4797  -4.8326
H  -0.2365  -2.0750  -3.2910
H  2.5409  -2.9371  -3.7378
H  1.6372  -2.9447  -2.2416
H  3.6400  -1.1970  -2.7249
H  2.3324  -0.6550  -1.7073
H  2.6145  0.5288  -5.7038
H  3.0762  -1.0754  -5.2530
H  5.0863  -0.1981  -3.9803
H  4.5144  1.3998  -4.1283
H  5.3622  -0.3803  -6.4858
H  6.2860  0.9823  -5.8391
H  4.7544  1.2114  -6.7112
C  -3.2101  1.6452  -3.3688
C  -2.4732  2.6464  -2.4698
C  -3.4317  3.4187  -1.5481
C  -2.6957  4.0840  -0.3975
N  -3.5396  4.4656  0.7908
C  -2.6492  5.0772  1.8381
C  -3.2701  4.7298  3.2016
C  -4.2491  3.5914  2.9074
C  -4.0716  3.2202  1.4488
C  -4.6353  5.3958  0.3332
C  -4.1869  6.7034  -0.3308
C  -5.4199  7.6346  -0.4501
H  -2.4798  1.0910  -3.9512
H  -3.9355  2.1562  -4.0022
H  -3.8368  0.9644  -2.7841
H  -2.0701  3.3804  -3.1767
H  -1.6610  2.1706  -1.9148
H  -4.1835  2.7142  -1.1803
H  -3.9562  4.1530  -2.1610
H  -2.1700  4.9724  -0.7492
H  -1.9381  3.3833  -0.0397
H  -2.5350  6.1431  1.6745
H  -1.6450  4.6376  1.6997
H  -3.8145  5.6103  3.5381
H  -2.5140  4.5221  3.9558
H  -5.2791  3.9035  3.0890
H  -4.2008  2.7109  3.5508
H  -4.9983  2.9346  0.9522
H  -3.4064  2.3887  1.2104
H  -5.2830  5.6027  1.1876
H  -5.2261  4.8447  -0.3932
H  -3.9358  6.3994  -1.3481
H  -3.3654  7.1943  0.1808
H  -5.2461  8.5556  0.1082
H  -6.2857  7.2396  0.0872
H  -5.6576  7.8587  -1.4818